(1)
# C4H9NO2S

A structure of composition C4H9NO2S in a non-equilibrium geometry (ωB97M-V/def2-TZVPD, the OMol25 dataset).

Structure (XYZ):
```
17
Properties=species:S:1:pos:R:3:forces:R:3
C -0.166698 2.156737 0.167838 -0.97 -5.73 -0.41
C 0.026010 0.158113 -0.203691 3.18 7.28 1.52
C -2.341143 -0.483585 -0.786758 -1.55 0.51 -2.82
C -0.925026 -0.876763 -0.430840 -0.86 -0.86 0.76
N 2.057455 -0.547030 1.516663 -1.65 2.87 -1.22
O 2.099459 -1.256274 -0.913278 0.23 -1.31 -0.57
O 2.573406 1.071906 -0.469003 0.12 1.42 0.44
S 1.842552 -0.093296 -0.142959 -1.73 -2.25 0.91
H 0.712342 2.618226 0.602902 -0.05 -0.16 -0.27
H -1.200298 2.214475 0.542004 0.68 0.51 -0.32
H -2.752838 -1.308239 -1.482453 0.68 1.47 0.70
H -3.216683 -0.343097 -0.118806 1.32 -0.09 0.62
H -2.251629 0.504762 -1.364147 -0.44 -1.51 0.45
H -0.528812 -1.582980 -1.140337 0.23 -0.13 -0.74
H -0.892895 -1.465846 0.465087 -0.18 -0.62 0.98
H 2.184576 0.379663 1.934432 -0.04 -0.52 0.48
H 2.780215 -1.146772 1.823353 1.05 -0.88 -0.51
```
Positions in Å, forces in eV/Å.

The calculation puts the gap between HOMO and LUMO (spin up / spin down) at 0.342 / 0.305 hartree. As for the energy above the lowest of the compared OMol25 structures with the same formula, charge and spin: 7.511 eV. Its LUMO energy (spin up / spin down) is -0.371 / -0.512 eV. The net charge is 0. The calculation puts the total energy at -760.9874 Ha.


(2)
# C4H9NO2S

A structure of composition C4H9NO2S in a non-equilibrium geometry (ωB97M-V/def2-TZVPD, the OMol25 dataset).

Structure (XYZ):
```
17
Properties=species:S:1:pos:R:3:forces:R:3
C -1.381185 0.661759 1.410662 0.70 -0.53 -1.43
C -0.500102 -1.375003 0.586439 -4.42 -3.23 -2.41
C 0.824941 0.071514 -0.743434 3.13 4.32 0.39
C 0.221187 -0.115815 -2.076808 1.43 -0.88 -2.99
H -2.375781 1.082035 1.372504 0.03 0.65 0.49
H -1.174662 0.166570 2.426602 0.22 1.53 -1.24
H -0.561233 1.473864 0.888056 -2.14 -2.53 1.95
H -0.549812 -1.977770 1.593030 1.04 1.32 -1.82
H -0.911496 -2.073972 -0.340260 1.75 0.79 2.31
H -0.887303 -0.263720 -2.038277 0.94 0.59 -0.28
H 0.666345 -1.069391 -2.589132 -0.89 1.26 1.13
H 0.717880 0.722102 -2.800328 -1.98 -1.73 1.96
H 2.823692 0.832710 1.645280 -0.98 2.66 -2.18
N 1.635740 1.137457 -0.651489 -2.65 -2.48 -0.88
O -1.632799 -0.523637 0.529004 1.90 1.89 1.24
O 0.687273 -0.773978 0.288917 1.14 0.05 1.22
S 2.397315 2.025275 0.499234 0.80 -3.67 2.53
```
Positions in Å, forces in eV/Å.

The calculation puts the gap between HOMO and LUMO at 0.327 hartree. As for the energy above the lowest of the compared OMol25 structures with the same formula, charge and spin: 5.296 eV. Its LUMO energy is 0.544 eV. The net charge is 0. The calculation puts the total energy at -761.0688 Ha.


Sequential molar mass output: 135.2, 135.2 g mol⁻¹